# C48H50MoN11O3P

A molecular structure, C48H50MoN11O3P in a non-equilibrium geometry (wB97M-V/def2-TZVPD, the OMol25 dataset).

Computed properties:
* Kohn-Sham gap (spin up / spin down): 6.119 / 3.212 eV
* E_LUMO (spin up / spin down): -10.85 / -13.60 eV
* calculated total energy: -3095.44608 Eh
* relative energy (zero: lowest compared OMol25 entry of this formula, charge and spin): 57.9 kJ/mol
* HOMO (spin up / spin down): -0.62351 / -0.61801 Ha

ORCA input file:
```
! RIJCOSX wB97M-V def2-TZVPD def2/J DEFGRID3
* xyz 4 3
Mo 0.041 0.443 -0.067
C -2.644 -1.631 2.848
C -2.102 -0.726 1.942
N -0.924 -0.955 1.358
C -0.304 -2.103 1.688
C -0.854 -2.977 2.613
N -2.024 -2.749 3.191
C 0.973 -2.320 1.018
C 1.725 -3.480 1.099
C 2.949 -3.569 0.437
C 3.379 -2.438 -0.268
C 2.585 -1.311 -0.304
N 1.375 -1.259 0.297
C 3.015 -0.011 -0.829
C 4.250 0.233 -1.419
N 4.666 1.458 -1.703
C 3.867 2.458 -1.368
C 2.606 2.238 -0.822
N 2.156 1.002 -0.588
C 3.778 -4.790 0.510
C 5.170 -4.703 0.497
C 5.917 -5.873 0.582
N 5.301 -7.035 0.662
C 3.992 -7.172 0.674
C 3.180 -6.047 0.604
H -3.604 -1.423 3.304
H -2.627 0.182 1.699
H -0.331 -3.878 2.907
H 1.377 -4.304 1.704
H 4.335 -2.442 -0.769
H 4.926 -0.578 -1.660
H 4.215 3.468 -1.544
H 1.966 3.067 -0.559
H 5.691 -3.756 0.467
H 7.000 -5.869 0.593
H 3.589 -8.176 0.735
H 2.106 -6.174 0.589
N -3.527 0.710 -4.870
C -3.121 0.940 -3.408
C -2.507 -0.320 -2.815
C -1.019 -0.559 -3.146
N -0.270 -0.892 -1.903
C -0.347 0.608 -3.853
C -0.722 1.957 -3.274
N -0.100 2.116 -1.914
C -2.245 2.188 -3.289
H -4.187 -0.069 -4.945
H -2.734 0.498 -5.480
H -3.993 1.536 -5.257
H -4.071 1.128 -2.910
H -3.098 -1.199 -3.080
H -2.630 -0.203 -1.741
H -0.947 -1.433 -3.799
H 0.644 -1.247 -2.181
H -0.738 -1.716 -1.480
H -0.602 0.594 -4.917
H 0.739 0.476 -3.837
H -0.280 2.732 -3.904
H -0.495 2.944 -1.467
H 0.863 2.369 -2.110
H -2.479 2.882 -4.100
H -2.563 2.705 -2.388
O -3.771 1.898 -0.501
C -2.709 2.041 0.051
O -1.767 1.097 -0.125
C -2.365 3.205 0.911
C -3.333 4.208 0.932
C -3.187 5.334 1.728
C -2.068 5.452 2.533
C -1.094 4.460 2.520
C -1.207 3.333 1.705
P 0.122 2.099 1.891
C 1.634 3.086 2.104
C 2.655 2.651 2.946
C 3.814 3.404 3.088
C 3.963 4.598 2.398
C 2.947 5.043 1.559
C 1.791 4.293 1.414
C -0.195 1.272 3.470
C 0.612 0.188 3.828
C 0.450 -0.433 5.053
C -0.533 0.015 5.932
C -1.346 1.080 5.578
C -1.179 1.713 4.353
H -4.218 4.082 0.323
H -3.949 6.100 1.730
H -1.947 6.311 3.179
H -0.235 4.576 3.167
H 2.553 1.742 3.524
H 4.591 3.067 3.760
H 4.856 5.193 2.530
H 3.046 5.987 1.039
H 0.990 4.682 0.793
H 1.384 -0.166 3.149
H 1.090 -1.259 5.335
H -0.656 -0.464 6.894
H -2.106 1.430 6.263
H -1.823 2.543 4.098
N -1.692 -3.209 -0.794
C -2.232 -4.169 -0.414
N -2.819 -5.225 0.061
C -4.118 -5.142 0.768
C -5.193 -5.760 -0.108
O -4.840 -7.081 -0.449
C -3.665 -7.129 -1.225
C -2.484 -6.580 -0.439
H -4.327 -4.100 1.009
H -4.014 -5.710 1.694
H -5.333 -5.162 -1.020
H -6.140 -5.807 0.426
H -3.802 -6.562 -2.156
H -3.492 -8.174 -1.477
H -1.586 -6.517 -1.052
H -2.286 -7.206 0.432
*
```

***

# C48H51BN8O5P2Sc

A molecular structure, C48H51BN8O5P2Sc in a non-equilibrium geometry (wB97M-V/def2-TZVPD, the OMol25 dataset).

Computed properties:
* Kohn-Sham gap: 7.149 eV
* E_LUMO: 1.59 eV
* calculated total energy: -4142.23936 Eh
* HOMO: -0.20442 Ha

ORCA input file:
```
! RIJCOSX wB97M-V def2-TZVPD def2/J DEFGRID3
* xyz -1 1
Sc 0.444 -0.901 -0.064
O 4.148 -3.353 0.292
C 3.403 -2.468 -0.106
N 2.412 -1.909 0.596
C 2.109 -2.440 1.871
O 2.882 -2.487 2.842
C 0.750 -2.939 2.177
C 0.556 -3.806 3.269
C -0.727 -4.108 3.624
C -1.788 -3.727 2.801
C -1.503 -2.981 1.691
N -0.263 -2.475 1.442
C 3.661 -2.029 -1.510
C 3.883 -2.982 -2.554
C 4.238 -2.564 -3.817
C 4.281 -1.192 -4.047
C 4.029 -0.332 -2.948
N 3.733 -0.733 -1.721
H 1.441 -4.034 3.930
H -0.865 -4.667 4.538
H -2.801 -4.009 3.123
H -2.309 -2.644 1.016
H 3.886 -4.071 -2.347
H 4.463 -3.218 -4.630
H 4.429 -0.690 -5.021
H 4.044 0.776 -3.044
O 0.740 -0.479 -3.521
C 0.781 0.479 -2.760
O 1.096 0.401 -1.454
C 0.296 1.841 -3.259
P -1.108 2.768 -2.404
C -2.276 1.559 -1.939
C -2.402 1.001 -0.557
C -3.695 0.220 -0.246
C -3.223 -1.506 -2.031
C -3.150 -0.586 -3.078
C -2.746 0.765 -3.010
C -1.871 3.655 -3.826
C -1.112 4.050 -4.947
C -1.671 4.686 -6.008
C -3.060 4.902 -6.083
C -3.892 4.426 -5.058
C -3.244 3.687 -3.988
H 0.135 1.858 -4.371
H 1.084 2.529 -3.055
H -2.065 1.683 0.204
H -3.723 0.184 0.864
H -3.559 -2.516 -2.113
H -3.360 -0.927 -4.076
H -2.814 1.260 -3.996
H -0.080 3.788 -5.012
H -0.981 4.973 -6.748
H -3.508 5.393 -6.953
H -4.985 4.625 -5.015
H -3.874 3.079 -3.335
B -5.182 0.729 -0.807
C -2.915 -0.892 -0.811
N -1.648 -0.389 -0.449
H -5.251 2.007 -0.676
H -5.645 0.363 -1.907
H -5.833 0.358 0.172
N -2.191 -10.308 -1.907
C -1.921 -9.191 -2.089
C -1.578 -7.837 -2.271
C -0.243 -7.541 -2.623
C 0.206 -6.229 -2.631
C -0.667 -5.203 -2.147
C -2.045 -5.476 -1.885
C -2.484 -6.781 -1.986
C -0.136 -3.929 -1.885
C 0.189 -2.783 -1.460
H 0.419 -8.414 -2.747
H 1.236 -5.985 -2.860
H -2.693 -4.620 -1.642
H -3.521 -7.002 -1.719
O 0.597 0.509 1.646
P 0.965 1.693 2.507
N 2.435 2.434 2.058
C 3.017 3.672 2.455
C 4.511 3.435 2.729
C 4.863 2.217 1.847
C 3.508 1.590 1.489
N 1.056 1.289 4.159
C 1.250 2.227 5.281
C 1.473 1.352 6.602
C 1.594 -0.107 6.094
C 0.829 -0.031 4.722
N -0.105 2.934 2.378
C -0.257 3.663 1.085
C -1.549 4.476 1.245
C -2.388 3.776 2.307
C -1.342 2.972 3.094
H 2.528 4.074 3.367
H 2.777 4.360 1.572
H 4.584 3.184 3.847
H 5.080 4.373 2.530
H 5.539 1.415 2.295
H 5.367 2.533 0.850
H 3.414 0.563 1.806
H 3.308 1.547 0.417
H 0.417 2.873 5.414
H 2.107 2.854 5.131
H 0.613 1.554 7.262
H 2.261 1.772 7.282
H 1.267 -0.921 6.737
H 2.631 -0.322 5.918
H -0.229 -0.236 4.961
H 1.274 -0.879 4.127
H -0.161 2.956 0.262
H 0.567 4.399 1.021
H -2.074 4.549 0.318
H -1.326 5.514 1.509
H -3.151 3.088 1.930
H -2.843 4.520 3.012
H -1.634 1.956 3.372
H -1.137 3.482 4.067
*
```

***

# C48H51F48O7S

7 unconnected molecules or ions with the total composition C48H51F48O7S in a non-equilibrium geometry (wB97M-V/def2-TZVPD, the OMol25 dataset).

Computed properties:
* Kohn-Sham gap: 8.431 eV
* E_LUMO: -3.05 eV
* calculated total energy: -7577.75321 Eh
* relative energy (zero: lowest compared OMol25 entry of this formula, charge and spin): 0.0 kJ/mol
* HOMO: -0.42177 Ha

ORCA input file:
```
! RIJCOSX wB97M-V def2-TZVPD def2/J DEFGRID3
* xyz 1 1
C -2.728 -2.260 -6.784
C -1.563 -2.306 -6.995
C -0.121 -2.263 -7.091
S 0.587 -0.983 -6.002
C -0.737 0.150 -5.460
C -0.162 0.958 -4.299
C -1.041 2.160 -3.936
C -1.004 2.521 -2.445
C 0.370 2.448 -1.800
C 0.296 2.504 -0.252
C 1.354 1.580 0.356
C 1.696 1.936 1.796
O 2.427 0.907 2.437
C 3.725 0.696 1.917
C 1.680 0.002 -7.005
C 2.709 0.654 -6.329
C 3.610 1.468 -7.010
C 3.471 1.608 -8.388
C 2.471 0.918 -9.065
C 1.552 0.117 -8.396
H -3.764 -2.221 -6.551
H 0.163 -2.096 -8.127
H 0.270 -3.231 -6.791
H -1.573 -0.433 -5.097
H -0.991 0.774 -6.305
H 0.859 1.296 -4.455
H -0.127 0.297 -3.432
H -0.716 3.020 -4.520
H -2.060 1.966 -4.265
H -1.333 3.557 -2.367
H -1.745 1.944 -1.898
H 0.985 3.289 -2.123
H 0.930 1.549 -2.053
H 0.475 3.521 0.090
H -0.695 2.159 0.033
H 2.248 1.720 -0.258
H 1.080 0.533 0.240
H 0.753 2.004 2.333
H 2.189 2.910 1.862
H 3.795 -0.328 1.552
H 3.990 1.384 1.116
H 4.480 0.800 2.696
H 2.791 0.516 -5.260
H 4.397 1.963 -6.465
H 4.170 2.250 -8.901
H 2.386 1.000 -10.139
H 0.772 -0.414 -8.911
C -5.864 1.876 0.349
C -4.719 1.684 -0.660
C -5.082 1.230 -2.075
F -5.667 0.020 -2.091
F -3.934 1.131 -2.804
F -3.784 0.860 -0.140
F -4.129 2.905 -0.813
O -6.114 0.828 1.267
C -6.933 -0.231 0.944
C -6.167 -1.555 0.937
F -5.143 -1.517 0.047
F -6.997 -2.549 0.563
F -7.582 -0.018 -0.219
F -7.868 -0.319 1.908
H -5.540 2.702 0.981
H -6.779 2.215 -0.137
H -5.743 1.950 -2.564
H -5.764 -1.767 1.922
C -4.340 -7.879 1.222
C -2.859 -8.045 1.611
C -2.533 -8.015 3.108
F -2.860 -6.834 3.661
F -1.198 -8.186 3.284
F -2.112 -7.143 0.942
F -2.500 -9.281 1.144
O -4.780 -6.595 0.807
C -5.204 -5.647 1.709
C -4.287 -4.418 1.694
F -3.025 -4.767 1.999
F -4.703 -3.520 2.632
F -5.335 -6.154 2.949
F -6.428 -5.250 1.317
H -4.458 -8.490 0.328
H -5.006 -8.312 1.968
H -3.056 -8.818 3.634
H -4.290 -3.937 0.715
C 1.488 2.376 5.800
C -0.015 2.650 5.603
C -0.467 4.111 5.546
F -0.208 4.759 6.696
F -1.806 4.148 5.343
F -0.722 1.973 6.530
F -0.332 2.115 4.388
O 1.941 2.063 7.108
C 2.278 3.048 8.003
C 1.371 3.044 9.235
F 0.086 3.223 8.882
F 1.735 4.065 10.046
F 2.320 4.260 7.414
F 3.535 2.780 8.427
H 1.680 1.466 5.233
H 2.102 3.148 5.336
H 0.023 4.634 4.719
H 1.465 2.099 9.773
C 3.562 -10.254 2.621
C 3.609 -11.791 2.548
C 3.903 -12.429 1.189
F 2.957 -12.126 0.279
F 3.920 -13.775 1.331
F 2.473 -12.302 3.067
F 4.630 -12.177 3.365
O 2.292 -9.624 2.594
C 1.664 -9.313 1.412
C 0.350 -10.078 1.253
F 0.558 -11.412 1.282
F -0.212 -9.781 0.059
F 2.481 -9.488 0.353
F 1.359 -7.998 1.457
H 3.947 -10.014 3.611
H 4.254 -9.796 1.914
H 4.879 -12.108 0.814
H -0.339 -9.821 2.048
C 4.625 6.220 8.969
C 4.815 7.066 7.698
C 6.242 7.275 7.186
F 7.003 7.932 8.079
F 6.197 8.021 6.055
F 4.197 8.255 7.847
F 4.160 6.403 6.697
O 4.448 6.903 10.199
C 5.518 7.317 10.956
C 5.564 8.842 11.094
F 5.650 9.431 9.886
F 6.656 9.188 11.811
F 6.681 6.821 10.491
F 5.344 6.814 12.197
H 3.678 5.704 8.825
H 5.376 5.433 9.048
H 6.712 6.316 6.949
H 4.667 9.202 11.602
C -1.597 4.852 -8.784
C -1.808 3.349 -8.529
C -0.725 2.388 -9.018
F -0.579 2.421 -10.349
F -1.085 1.107 -8.685
F -3.009 2.968 -9.001
F -1.846 3.188 -7.170
O -2.256 5.432 -9.890
C -1.694 5.412 -11.150
C -2.543 4.610 -12.140
F -2.692 3.337 -11.714
F -1.919 4.585 -13.335
F -0.418 4.973 -11.114
F -1.662 6.682 -11.588
H -2.050 5.344 -7.924
H -0.540 5.121 -8.756
H 0.239 2.606 -8.549
H -3.529 5.066 -12.251
*
```

***

# C48H51N3O2SbTeV

A molecular structure, C48H51N3O2SbTeV in a non-equilibrium geometry (wB97M-V/def2-TZVPD, the OMol25 dataset).

Computed properties:
* Kohn-Sham gap (spin up / spin down): 6.679 / 6.817 eV
* E_LUMO (spin up / spin down): 0.16 / 0.22 eV
* calculated total energy: -3626.68049 Eh
* relative energy (zero: lowest compared OMol25 entry of this formula, charge and spin): 111.2 kJ/mol
* HOMO (spin up / spin down): -0.23950 / -0.24246 Ha

ORCA input file:
```
! RIJCOSX wB97M-V def2-TZVPD def2/J DEFGRID3
* xyz 0 3
V 9.604 8.841 14.554
C 6.798 8.614 15.685
N 7.445 8.592 14.362
C 6.985 7.331 13.659
C 7.726 6.944 12.386
C 9.202 6.423 12.584
N 9.739 6.765 13.867
C 10.240 5.896 14.613
C 10.735 5.973 15.983
C 11.320 4.800 16.538
C 11.610 4.739 17.867
C 11.134 5.731 18.766
C 10.507 6.855 18.228
C 10.305 6.992 16.828
O 9.760 8.152 16.346
C 7.021 9.760 13.554
C 6.949 11.122 14.286
C 8.172 11.517 15.160
N 9.422 10.903 14.634
C 10.552 11.734 14.748
C 11.800 11.395 14.030
C 12.728 12.338 13.703
C 13.854 12.030 12.953
C 14.167 10.691 12.603
C 13.286 9.737 13.006
C 12.115 10.069 13.666
O 11.300 9.062 13.937
H 5.738 8.770 15.577
H 7.182 9.458 16.317
H 7.134 7.657 16.209
H 5.926 7.455 13.417
H 7.041 6.507 14.353
H 7.667 7.744 11.654
H 7.063 6.184 11.943
H 9.780 6.937 11.861
H 9.233 5.355 12.356
H 10.249 4.820 14.257
H 11.593 4.025 15.828
H 12.133 3.878 18.259
H 11.110 5.562 19.842
H 10.144 7.670 18.859
H 6.025 9.650 13.094
H 7.800 9.920 12.762
H 6.087 11.144 14.959
H 6.814 11.834 13.480
H 8.000 11.154 16.189
H 8.221 12.659 15.154
H 10.294 12.742 14.522
H 12.538 13.353 14.119
H 14.494 12.815 12.620
H 15.006 10.502 11.981
H 13.500 8.664 12.821
C 6.658 8.099 7.635
C 7.996 7.751 7.416
C 8.962 8.262 8.269
C 8.672 9.067 9.348
C 7.319 9.385 9.558
C 6.299 8.882 8.739
Sb 10.048 9.969 10.758
C 11.801 9.572 9.643
C 12.245 8.252 9.650
C 13.425 7.880 9.036
C 14.187 8.881 8.399
C 13.759 10.219 8.417
C 12.556 10.561 9.025
C 9.705 12.029 10.169
C 9.765 13.079 11.063
C 9.487 14.407 10.668
C 9.118 14.641 9.360
C 9.015 13.576 8.484
C 9.343 12.301 8.869
H 5.868 7.737 6.970
H 8.216 7.035 6.635
H 10.020 8.010 8.087
H 6.956 9.915 10.433
H 5.258 9.062 9.030
H 11.623 7.456 10.064
H 13.691 6.846 8.962
H 15.091 8.597 7.840
H 14.427 10.912 7.927
H 12.225 11.606 8.974
H 10.060 12.942 12.083
H 9.421 15.160 11.425
H 8.767 15.629 9.028
H 8.753 13.753 7.438
H 9.296 11.504 8.085
C 16.272 16.061 17.371
C 15.069 15.197 17.047
C 15.202 13.806 17.001
C 14.086 12.970 16.818
C 14.285 11.473 16.794
C 12.787 13.527 16.800
Te 11.085 12.220 17.012
C 12.661 14.935 16.752
C 11.340 15.628 16.722
C 13.812 15.741 16.832
H 16.794 15.756 18.273
H 15.900 17.094 17.507
H 16.990 16.053 16.541
H 16.221 13.398 17.152
H 15.319 11.145 16.799
H 13.819 11.097 15.875
H 13.731 11.031 17.596
H 10.697 15.102 16.016
H 11.460 16.639 16.347
H 10.794 15.651 17.678
H 13.602 16.801 16.771
*
```